1.
{"formula": "C24H67N4O12", "method": "ωB97M-V/def2-TZVPD", "symbols": ["C", "C", "O", "O", "H", "H", "H", "C", "O", "H", "H", "H", "H", "C", "O", "H", "H", "H", "H", "C", "O", "N", "N", "H", "H", "H", "H", "C", "O", "N", "N", "H", "H", "H", "H", "C", "C", "C", "O", "H", "H", "H", "H", "H", "H", "H", "H", "C", "C", "C", "O", "H", "H", "H", "H", "H", "H", "H", "H", "C", "C", "C", "O", "H", "H", "H", "H", "H", "H", "H", "H", "C", "C", "C", "O", "H", "H", "H", "H", "H", "H", "H", "H", "C", "C", "C", "O", "H", "H", "H", "H", "H", "H", "H", "H", "C", "C", "C", "O", "H", "H", "H", "H", "H", "H", "H", "H"], "positions_angstrom": [[1.51, 0.50, 0.29], [0.52, -0.42, 1.00], [0.87, -1.54, 1.27], [-0.62, -0.03, 1.30], [1.27, 1.54, 0.45], [1.53, 0.23, -0.80], [2.49, 0.22, 0.63], [-3.11, 0.52, -0.84], [-3.01, 1.05, 0.46], [-3.67, -0.39, -0.83], [-2.13, 0.41, -1.34], [-3.58, 1.29, -1.46], [-2.20, 0.69, 0.85], [3.43, -1.99, -1.01], [2.80, -2.69, 0.04], [4.35, -1.46, -0.78], [2.75, -1.40, -1.49], [3.80, -2.75, -1.64], [2.12, -2.21, 0.51], [-1.12, 2.58, 3.94], [-1.20, 3.88, 4.32], [-0.56, 2.26, 2.77], [-1.71, 1.60, 4.57], [-0.20, 3.06, 2.30], [-0.43, 1.31, 2.31], [-2.12, 1.79, 5.47], [-1.48, 0.56, 4.29], [-0.95, -1.95, 4.23], [-1.47, -2.43, 5.39], [-1.48, -0.99, 3.58], [0.17, -2.31, 3.74], [-2.53, -0.83, 3.71], [-1.16, -0.74, 2.61], [0.76, -3.01, 4.24], [0.68, -1.79, 2.94], [0.01, 5.31, 0.81], [1.23, 5.48, -0.11], [2.39, 4.39, 0.08], [0.93, 5.56, -1.33], [-0.44, 4.33, 0.66], [-0.87, 5.95, 0.62], [0.23, 5.32, 1.87], [1.62, 6.40, 0.14], [1.97, 3.37, 0.07], [2.89, 4.42, 1.05], [3.12, 4.64, -0.68], [0.27, 6.25, -1.50], [1.72, -5.42, 1.45], [0.40, -4.72, 1.13], [-0.57, -5.73, 0.54], [-0.22, -4.29, 2.17], [2.15, -5.74, 0.54], [1.64, -6.23, 2.15], [2.44, -4.71, 1.83], [0.51, -3.93, 0.42], [-0.24, -6.09, -0.45], [-1.57, -5.32, 0.39], [-0.66, -6.65, 1.20], [-0.03, -3.43, 2.37], [0.70, -1.91, -3.74], [0.27, -2.85, -2.60], [-0.60, -2.07, -1.70], [-0.31, -3.93, -2.92], [-0.04, -1.49, -4.35], [1.32, -2.52, -4.42], [1.28, -1.01, -3.48], [1.12, -3.15, -1.96], [-0.88, -2.57, -0.79], [-1.42, -1.66, -2.26], [-0.02, -1.17, -1.42], [0.30, -4.47, -3.43], [-3.68, -3.85, 3.36], [-4.04, -2.97, 2.18], [-3.09, -2.87, 1.04], [-5.10, -3.34, 1.65], [-2.61, -3.78, 3.49], [-4.02, -4.88, 3.08], [-4.09, -3.64, 4.32], [-4.13, -1.95, 2.59], [-3.33, -1.96, 0.43], [-3.11, -3.74, 0.36], [-2.04, -2.65, 1.35], [-5.44, -2.67, 1.00], [-0.39, 2.45, -1.72], [-1.31, 3.28, -2.51], [-2.35, 4.05, -1.71], [-0.62, 4.08, -3.23], [-0.68, 2.45, -0.67], [0.65, 2.76, -1.86], [-0.41, 1.44, -2.07], [-1.86, 2.66, -3.20], [-3.13, 4.44, -2.40], [-1.91, 4.89, -1.20], [-2.79, 3.37, -0.95], [-0.24, 4.77, -2.71], [3.05, 3.81, -3.71], [4.17, 2.74, -3.53], [3.80, 1.74, -2.43], [4.43, 1.99, -4.48], [2.10, 3.33, -3.75], [3.27, 4.48, -4.53], [3.07, 4.46, -2.89], [5.11, 3.25, -3.32], [3.58, 2.28, -1.43], [4.46, 0.93, -2.18], [2.77, 1.27, -2.66], [4.92, 2.48, -5.16]], "lowdin_charge": [0.03, -0.68, -0.01, -0.08, 0.05, 0.07, 0.09, -0.17, -0.12, 0.05, 0.06, 0.07, 0.02, -0.16, -0.11, 0.08, 0.02, 0.07, -0.01, -0.64, -0.15, 0.17, 0.14, 0.05, 0.08, 0.11, 0.09, -0.69, -0.12, 0.13, 0.15, 0.16, 0.07, 0.16, 0.13, -0.03, -0.56, 0.01, -0.01, 0.04, 0.09, 0.08, 0.10, 0.04, 0.08, 0.06, 0.14, -0.03, -0.59, -0.04, 0.00, 0.07, 0.07, 0.06, 0.10, 0.07, 0.05, 0.10, -0.01, -0.03, -0.64, -0.03, 0.04, 0.06, 0.08, 0.07, 0.13, 0.07, 0.09, 0.07, 0.12, -0.01, -0.68, -0.04, 0.00, 0.05, 0.10, 0.07, 0.13, 0.07, 0.09, 0.07, 0.15, -0.05, -0.62, -0.02, 0.00, 0.08, 0.07, 0.06, 0.14, 0.09, 0.05, 0.08, 0.06, -0.01, -0.64, -0.04, 0.02, 0.07, 0.08, 0.03, 0.14, 0.08, 0.06, 0.09, 0.13], "fmax_ev_per_a": 11.6, "total_energy_ev": -56501.751, "lumo_energy_ev": 2.06, "relative_energy_ev": 0.0000, "gap_ev": 8.47, "homo_ev": -6.40, "charge": -1}

2.
{"formula": "C24H67N5O8", "method": "ωB97M-V/def2-TZVPD", "symbols": ["C", "O", "C", "C", "N", "C", "C", "O", "C", "H", "H", "H", "H", "H", "H", "H", "H", "H", "H", "H", "H", "H", "H", "H", "C", "O", "H", "H", "H", "H", "C", "O", "H", "H", "H", "H", "C", "C", "C", "O", "C", "N", "H", "H", "H", "H", "H", "H", "H", "H", "H", "H", "H", "C", "C", "C", "O", "C", "N", "H", "H", "H", "H", "H", "H", "H", "H", "H", "H", "H", "C", "C", "C", "O", "C", "N", "H", "H", "H", "H", "H", "H", "H", "H", "H", "H", "H", "C", "C", "C", "O", "C", "N", "H", "H", "H", "H", "H", "H", "H", "H", "H", "H", "H"], "positions_angstrom": [[4.41, 4.30, 2.00], [3.89, 4.39, 0.69], [3.73, 3.16, 0.03], [2.94, 3.42, -1.25], [2.46, 2.16, -1.84], [1.45, 2.46, -2.90], [1.87, 3.29, -4.12], [2.71, 2.39, -4.86], [2.30, 2.00, -6.13], [5.31, 3.70, 2.07], [3.66, 3.99, 2.72], [4.73, 5.31, 2.27], [3.17, 2.49, 0.68], [4.70, 2.68, -0.12], [3.51, 3.96, -2.00], [2.12, 4.09, -1.02], [3.23, 1.59, -2.17], [0.58, 2.90, -2.41], [1.10, 1.50, -3.28], [2.41, 4.19, -3.83], [0.96, 3.55, -4.66], [2.19, 2.88, -6.76], [1.32, 1.52, -6.13], [2.97, 1.32, -6.66], [-0.30, 0.06, -0.39], [0.54, 1.10, 0.13], [-1.21, -0.05, 0.20], [-0.41, 0.19, -1.47], [0.23, -0.88, -0.30], [1.24, 1.17, -0.52], [0.16, 3.94, 1.90], [-0.39, 2.63, 2.14], [1.20, 3.85, 1.61], [-0.35, 4.42, 1.07], [0.02, 4.63, 2.73], [-0.04, 2.00, 1.51], [4.10, -3.21, 0.05], [3.54, -1.80, 0.00], [4.64, -0.80, 0.35], [4.66, -0.57, 1.75], [5.93, -0.15, 2.20], [3.01, -1.61, -1.35], [4.75, -3.45, -0.79], [3.27, -3.91, 0.19], [4.63, -3.33, 0.99], [2.73, -1.80, 0.73], [4.50, 0.14, -0.19], [5.58, -1.21, -0.02], [6.16, 0.80, 1.72], [6.76, -0.82, 1.99], [5.92, 0.02, 3.28], [2.61, -0.68, -1.43], [3.71, -1.57, -2.09], [-1.30, -0.52, 4.06], [-2.73, -0.54, 3.51], [-3.77, -0.93, 4.58], [-3.50, -2.19, 5.16], [-4.46, -2.72, 6.06], [-3.12, 0.72, 2.94], [-1.07, -1.36, 4.71], [-1.10, 0.27, 4.79], [-0.51, -0.68, 3.33], [-2.83, -1.25, 2.69], [-4.74, -0.99, 4.10], [-3.92, -0.17, 5.36], [-4.30, -3.79, 6.18], [-5.49, -2.52, 5.76], [-4.42, -2.34, 7.08], [-3.22, 1.36, 3.71], [-2.30, 1.16, 2.54], [-2.24, -5.33, 1.38], [-3.02, -4.51, 0.29], [-2.00, -3.59, -0.43], [-1.07, -4.42, -1.18], [0.03, -3.70, -1.76], [-3.73, -5.47, -0.58], [-2.81, -6.01, 2.01], [-1.68, -4.72, 2.09], [-1.48, -5.90, 0.85], [-3.75, -3.92, 0.85], [-1.43, -2.93, 0.23], [-2.51, -2.97, -1.16], [0.63, -3.17, -1.03], [-0.29, -3.08, -2.59], [0.78, -4.38, -2.17], [-3.16, -6.28, -0.79], [-4.49, -5.83, -0.01], [-3.67, -0.67, -3.38], [-4.23, 0.66, -2.87], [-3.29, 1.33, -1.72], [-3.71, 2.63, -1.30], [-2.87, 3.12, -0.26], [-4.37, 1.54, -4.03], [-4.42, -1.15, -4.01], [-3.48, -1.35, -2.55], [-2.77, -0.55, -3.98], [-5.22, 0.47, -2.46], [-2.29, 1.35, -2.16], [-3.25, 0.65, -0.87], [-2.99, 2.54, 0.65], [-3.22, 4.13, -0.06], [-1.83, 3.11, -0.58], [-4.83, 1.01, -4.76], [-3.50, 1.56, -4.54]], "lowdin_charge": [-0.08, -0.18, -0.22, -0.10, 0.15, -0.11, -0.12, -0.16, -0.09, 0.09, 0.09, 0.10, 0.12, 0.13, 0.15, 0.15, 0.16, 0.14, 0.14, 0.13, 0.15, 0.10, 0.10, 0.11, -0.09, -0.13, 0.09, 0.07, 0.06, 0.03, -0.12, -0.14, 0.05, 0.06, 0.09, 0.01, -0.05, -0.42, -0.22, -0.17, -0.10, 0.05, 0.09, 0.08, 0.09, 0.14, 0.09, 0.13, 0.07, 0.09, 0.09, 0.03, 0.08, -0.05, -0.44, -0.19, -0.19, -0.11, 0.04, 0.07, 0.09, 0.07, 0.13, 0.12, 0.13, 0.09, 0.08, 0.08, 0.08, 0.03, -0.07, -0.38, -0.17, -0.20, -0.11, 0.04, 0.07, 0.07, 0.07, 0.13, 0.10, 0.10, 0.05, 0.08, 0.08, 0.07, 0.07, -0.08, -0.39, -0.18, -0.17, -0.10, 0.02, 0.08, 0.05, 0.07, 0.14, 0.09, 0.11, 0.07, 0.10, 0.06, 0.06, 0.05], "multiplicity": 2, "fmax_ev_per_a": 4.7, "total_energy_ev": -49790.160, "lumo_energy_ev": [-2.84, -8.73], "gap_ev": [7.81, 1.93], "homo_ev": [-10.66, -10.66], "s2": 0.7554, "charge": 1}

3.
{"formula": "C24H68F2N7O11PbS2", "method": "ωB97M-V/def2-TZVPD", "symbols": ["Pb", "N", "S", "O", "O", "F", "S", "O", "O", "F", "O", "H", "H", "C", "C", "C", "O", "C", "N", "H", "H", "H", "H", "H", "H", "H", "H", "H", "H", "H", "C", "C", "C", "O", "C", "N", "H", "H", "H", "H", "H", "H", "H", "H", "H", "H", "H", "C", "C", "C", "O", "C", "N", "H", "H", "H", "H", "H", "H", "H", "H", "H", "H", "H", "C", "C", "C", "O", "C", "N", "H", "H", "H", "H", "H", "H", "H", "H", "H", "H", "H", "C", "C", "C", "O", "C", "N", "H", "H", "H", "H", "H", "H", "H", "H", "H", "H", "H", "C", "C", "C", "O", "C", "N", "H", "H", "H", "H", "H", "H", "H", "H", "H", "H", "H"], "positions_angstrom": [[1.62, 4.20, -1.34], [-0.67, 0.56, -0.75], [-1.05, -0.67, -1.59], [-2.40, -0.64, -2.16], [-0.44, -1.95, -1.24], [-0.20, -0.24, -2.87], [-1.63, 0.06, 0.57], [-1.30, -1.09, 1.37], [-3.07, 0.29, 0.37], [-1.35, 1.34, 1.52], [-6.45, 2.77, 3.60], [-5.96, 2.20, 2.99], [-7.36, 2.68, 3.33], [2.26, -2.12, -9.27], [2.62, -1.42, -10.60], [3.06, 0.04, -10.50], [3.80, 0.55, -11.61], [4.00, 2.02, -11.69], [3.56, -2.21, -11.35], [3.13, -2.29, -8.63], [1.83, -3.10, -9.49], [1.55, -1.54, -8.69], [1.74, -1.48, -11.23], [3.82, 0.09, -9.71], [2.29, 0.76, -10.23], [4.27, 2.24, -12.72], [4.69, 2.50, -11.00], [3.07, 2.57, -11.58], [3.71, -1.69, -12.20], [4.47, -2.12, -10.92], [5.52, -6.77, 1.68], [4.10, -6.31, 1.54], [3.79, -5.20, 2.67], [3.90, -5.77, 4.02], [3.31, -4.90, 4.94], [4.01, -5.83, 0.23], [5.64, -7.65, 1.04], [5.79, -7.11, 2.68], [6.26, -6.08, 1.28], [3.41, -7.15, 1.68], [2.81, -4.80, 2.42], [4.46, -4.37, 2.47], [2.97, -5.48, 5.80], [2.38, -4.43, 4.63], [4.01, -4.16, 5.31], [4.17, -6.58, -0.43], [3.04, -5.59, 0.07], [-2.39, 0.22, 8.03], [-2.47, 1.13, 9.24], [-1.47, 0.84, 10.40], [-1.80, -0.37, 11.16], [-3.18, -0.37, 11.72], [-2.32, 2.48, 8.79], [-1.43, 0.35, 7.53], [-3.16, 0.37, 7.28], [-2.48, -0.83, 8.30], [-3.53, 1.03, 9.47], [-1.40, 1.64, 11.14], [-0.44, 0.73, 10.07], [-3.09, -0.86, 12.69], [-3.87, -0.95, 11.12], [-3.63, 0.62, 11.82], [-2.35, 3.15, 9.54], [-2.87, 2.79, 8.00], [2.31, 6.68, 4.67], [2.69, 5.92, 3.43], [3.18, 4.45, 3.75], [3.25, 3.62, 2.62], [3.67, 2.36, 3.04], [1.45, 5.86, 2.66], [1.91, 7.65, 4.38], [3.15, 6.78, 5.36], [1.55, 6.18, 5.26], [3.45, 6.55, 2.96], [2.46, 4.03, 4.46], [4.09, 4.44, 4.35], [2.82, 1.78, 3.39], [4.51, 2.41, 3.72], [4.04, 1.97, 2.09], [0.75, 5.62, 3.35], [1.23, 6.84, 2.55], [-6.40, -4.27, -1.11], [-5.91, -5.56, -0.45], [-4.38, -5.44, -0.19], [-3.86, -6.69, 0.20], [-2.51, -6.51, 0.57], [-6.55, -5.78, 0.84], [-5.95, -4.13, -2.09], [-6.24, -3.37, -0.51], [-7.48, -4.38, -1.20], [-6.16, -6.45, -1.02], [-4.17, -4.71, 0.59], [-3.97, -5.13, -1.16], [-2.36, -5.88, 1.45], [-1.91, -6.10, -0.25], [-1.94, -7.41, 0.76], [-6.32, -5.00, 1.44], [-6.11, -6.54, 1.34], [-0.12, 5.82, -7.36], [-0.05, 5.82, -5.89], [-1.44, 6.08, -5.22], [-1.34, 5.76, -3.85], [-2.63, 5.34, -3.31], [0.63, 4.60, -5.45], [-0.49, 4.93, -7.86], [0.93, 5.87, -7.66], [-0.60, 6.73, -7.73], [0.59, 6.63, -5.54], [-2.28, 5.54, -5.66], [-1.58, 7.14, -5.41], [-2.46, 5.06, -2.27], [-2.99, 4.41, -3.75], [-3.50, 5.99, -3.30], [1.59, 4.48, -5.74], [0.14, 3.86, -5.94]], "lowdin_charge": [1.57, -0.30, 0.41, -0.28, -0.27, -0.23, 0.56, -0.25, -0.30, -0.23, -0.06, 0.03, 0.03, -0.06, -0.45, -0.21, -0.21, -0.07, 0.04, 0.07, 0.08, 0.07, 0.13, 0.12, 0.12, 0.08, 0.08, 0.07, 0.07, 0.07, -0.08, -0.47, -0.15, -0.17, -0.14, 0.02, 0.07, 0.08, 0.08, 0.14, 0.11, 0.12, 0.08, 0.08, 0.08, 0.08, 0.08, -0.07, -0.46, -0.15, -0.21, -0.08, 0.01, 0.08, 0.08, 0.08, 0.12, 0.11, 0.12, 0.08, 0.08, 0.08, 0.07, 0.07, -0.08, -0.42, -0.20, -0.22, -0.12, 0.04, 0.09, 0.09, 0.09, 0.14, 0.13, 0.13, 0.10, 0.10, 0.09, 0.08, 0.07, -0.06, -0.42, -0.22, -0.17, -0.13, 0.05, 0.08, 0.08, 0.08, 0.14, 0.13, 0.12, 0.09, 0.08, 0.08, 0.07, 0.07, -0.07, -0.45, -0.19, -0.22, -0.09, 0.05, 0.10, 0.09, 0.10, 0.14, 0.13, 0.13, 0.07, 0.09, 0.09, 0.07, 0.08], "fmax_ev_per_a": 8.0, "total_energy_ev": -91276.443, "lumo_energy_ev": -8.76, "relative_energy_ev": 0.0000, "gap_ev": 1.16, "homo_ev": -9.92, "charge": 1}

4.
{"formula": "C24H68O11Zr", "method": "ωB97M-V/def2-TZVPD", "symbols": ["Zr", "C", "C", "C", "O", "H", "H", "H", "H", "H", "H", "H", "C", "C", "C", "O", "H", "H", "H", "H", "H", "H", "H", "C", "C", "O", "H", "H", "H", "H", "H", "H", "C", "C", "O", "H", "H", "H", "H", "H", "H", "C", "C", "O", "H", "H", "H", "H", "H", "H", "C", "C", "O", "H", "H", "H", "H", "H", "H", "C", "C", "O", "H", "H", "H", "H", "H", "H", "C", "C", "O", "H", "H", "H", "H", "H", "H", "C", "C", "O", "H", "H", "H", "H", "H", "H", "C", "C", "O", "H", "H", "H", "H", "H", "H", "C", "C", "O", "H", "H", "H", "H", "H", "H"], "positions_angstrom": [[-0.19, -0.54, 3.86], [-0.24, -0.64, -0.10], [1.00, -0.18, 0.59], [1.53, 1.16, 0.18], [0.83, -0.26, 2.00], [-0.11, -0.32, -1.13], [-1.11, -0.13, 0.32], [-0.37, -1.72, -0.08], [1.78, -0.88, 0.27], [2.54, 1.34, 0.55], [1.02, 2.06, 0.53], [1.56, 1.32, -0.90], [-4.22, -0.65, 1.46], [-3.21, -1.55, 2.16], [-2.93, -2.91, 1.44], [-2.09, -0.91, 2.78], [-5.08, -1.26, 1.20], [-3.79, -0.31, 0.51], [-4.71, 0.20, 1.94], [-3.81, -1.92, 3.01], [-3.93, -3.28, 1.20], [-2.52, -3.64, 2.13], [-2.24, -2.71, 0.63], [-0.45, -5.66, -0.93], [-0.36, -5.02, 0.46], [0.36, -5.85, 1.36], [-1.18, -5.25, -1.62], [-0.51, -6.75, -0.92], [0.52, -5.51, -1.41], [-1.39, -4.91, 0.81], [-0.06, -3.97, 0.45], [-0.16, -6.66, 1.37], [3.19, -3.49, 0.82], [3.38, -3.78, 2.34], [2.95, -2.62, 3.07], [3.51, -4.38, 0.28], [3.88, -2.67, 0.64], [2.21, -3.14, 0.50], [4.42, -4.06, 2.52], [2.83, -4.65, 2.70], [3.54, -1.93, 2.74], [1.61, 4.53, 2.97], [0.21, 4.79, 2.44], [-0.38, 3.62, 1.90], [1.56, 3.89, 3.86], [2.18, 5.42, 3.23], [2.19, 3.98, 2.23], [0.25, 5.49, 1.60], [-0.37, 5.34, 3.18], [-1.07, 3.86, 1.27], [-2.96, 1.78, 4.56], [-1.59, 2.40, 4.59], [-0.71, 1.58, 3.73], [-2.92, 0.89, 5.19], [-3.28, 1.50, 3.55], [-3.74, 2.42, 4.98], [-1.24, 2.52, 5.61], [-1.64, 3.41, 4.18], [-0.53, 2.23, 3.00], [1.34, -2.51, -2.75], [1.45, -2.31, -4.28], [2.32, -3.33, -4.75], [0.88, -1.66, -2.24], [2.33, -2.73, -2.34], [0.87, -3.49, -2.67], [1.85, -1.36, -4.63], [0.46, -2.41, -4.72], [2.13, -3.65, -5.63], [3.63, 0.55, -3.35], [4.85, 1.12, -2.65], [4.54, 1.36, -1.28], [3.35, -0.48, -3.11], [3.79, 0.61, -4.43], [2.79, 1.23, -3.18], [5.26, 2.01, -3.14], [5.68, 0.42, -2.51], [3.86, 2.04, -1.24], [1.61, 5.60, -1.84], [1.62, 4.20, -1.27], [2.96, 3.84, -0.87], [2.11, 6.25, -1.12], [0.58, 5.99, -1.82], [2.01, 5.83, -2.82], [1.24, 3.44, -1.96], [0.95, 3.97, -0.44], [3.28, 4.52, -0.27], [-3.83, 3.08, 0.45], [-2.66, 3.42, -0.45], [-2.14, 4.70, -0.15], [-4.30, 2.14, 0.16], [-4.60, 3.85, 0.47], [-3.48, 2.93, 1.48], [-3.01, 3.46, -1.48], [-1.90, 2.65, -0.29], [-2.83, 5.35, -0.30], [-2.86, -2.18, -2.61], [-2.20, -3.02, -3.71], [-2.10, -2.27, -4.91], [-2.11, -1.67, -2.01], [-3.40, -2.89, -1.97], [-3.62, -1.50, -2.99], [-2.71, -3.96, -3.95], [-1.19, -3.25, -3.36], [-2.73, -1.55, -4.88]], "lowdin_charge": [2.16, -0.05, -0.47, -0.03, -0.30, 0.08, 0.08, 0.06, 0.14, 0.09, 0.06, 0.08, -0.04, -0.48, -0.03, -0.34, 0.10, 0.07, 0.08, 0.13, 0.10, 0.08, 0.05, -0.06, -0.33, -0.07, 0.07, 0.08, 0.07, 0.07, 0.08, 0.09, -0.07, -0.27, -0.13, 0.09, 0.08, 0.04, 0.12, 0.11, 0.07, -0.05, -0.29, -0.11, 0.07, 0.09, 0.07, 0.12, 0.12, 0.05, -0.06, -0.21, -0.26, 0.08, 0.06, 0.11, 0.13, 0.12, 0.09, -0.08, -0.29, -0.07, 0.04, 0.07, 0.06, 0.10, 0.09, 0.09, -0.08, -0.29, -0.11, 0.05, 0.08, 0.07, 0.11, 0.12, 0.01, -0.06, -0.30, -0.09, 0.08, 0.08, 0.09, 0.11, 0.07, 0.09, -0.07, -0.30, -0.08, 0.07, 0.09, 0.06, 0.13, 0.11, 0.11, -0.07, -0.29, -0.08, 0.05, 0.07, 0.08, 0.12, 0.07, 0.07], "fmax_ev_per_a": 11.1, "total_energy_ev": -49773.255, "lumo_energy_ev": -9.22, "relative_energy_ev": 3.1977, "gap_ev": 4.13, "homo_ev": -13.35, "charge": 2}

Which formula does entry 3 have?
C24H68F2N7O11PbS2